[1]
Formula: H20O10
Source: the OMol25 dataset
Level of theory: ωB97M-V/def2-TZVPD

The geometry in ORCA input format:
```
! RIJCOSX wB97M-V def2-TZVPD def2/J DEFGRID3
* xyz 0 1
O 3.03 -2.08 5.00
H 3.38 -1.54 5.71
H 2.68 -1.46 4.37
O 0.24 0.65 0.21
H 0.73 -0.13 -0.06
H 0.63 1.36 -0.30
O 2.97 -0.76 -4.37
H 3.53 -0.88 -3.60
H 2.53 0.08 -4.21
O -1.91 5.56 0.51
H -1.55 6.14 -0.17
H -2.22 6.16 1.19
O -3.94 1.40 -0.29
H -3.00 1.22 -0.23
H -4.00 2.35 -0.37
O -2.36 0.29 4.16
H -2.63 -0.60 3.92
H -1.72 0.53 3.50
O 5.01 -1.93 -0.83
H 5.19 -1.49 0.00
H 5.41 -2.79 -0.74
O -1.24 -4.21 -1.99
H -1.20 -5.11 -1.66
H -0.82 -4.25 -2.85
O 0.71 3.48 -3.45
H 1.52 3.99 -3.55
H 0.03 4.03 -3.83
O -3.64 -3.12 1.64
H -4.35 -3.70 1.38
H -3.01 -3.17 0.91
*
```

For the HOMO energy, the calculation gives -10.92 eV. As for the HOMO-LUMO gap: 11.0 eV. The SMILES is O.O.O.O.O.O.O.O.O.O. For the energy relative to the best compared isomer or geometry (same formula, charge and spin), the calculation gives 83.6 kcal per mole. The molar mass comes out at 180.2 u. As for the energy: -20798.987 eV.

From a Löwdin analysis of the wavefunction, the atomic charges in e read:
1 O -0.055
2 H 0.028
3 H 0.026
4 O -0.051
5 H 0.028
6 H 0.027
7 O -0.052
8 H 0.021
9 H 0.024
10 O -0.053
11 H 0.025
12 H 0.029
13 O -0.052
14 H 0.020
15 H 0.025
16 O -0.053
17 H 0.026
18 H 0.023
19 O -0.053
20 H 0.028
21 H 0.031
22 O -0.055
23 H 0.027
24 H 0.030
25 O -0.054
26 H 0.027
27 H 0.029
28 O -0.051
29 H 0.029
30 H 0.023

---

[2]
Formula: H20O10
Source: the OMol25 dataset
Level of theory: ωB97M-V/def2-TZVPD

The geometry in ORCA input format:
```
! RIJCOSX wB97M-V def2-TZVPD def2/J DEFGRID3
* xyz 0 1
H 0.77 0.98 -0.02
H -0.43 0.14 -0.42
H -3.31 3.15 1.35
H -3.10 1.86 0.57
H 3.77 4.30 1.16
H 3.26 3.05 0.46
H 3.82 -1.26 -0.52
H 5.19 -1.90 -0.65
H -2.15 3.62 -1.36
H -2.12 2.10 -1.32
H 2.24 2.38 -1.81
H 1.31 1.40 -2.50
H 3.17 -1.94 2.54
H 2.08 -1.30 1.69
H -2.83 -4.08 -0.92
H -1.42 -3.64 -0.57
H -1.30 -1.74 -1.86
H -0.10 -2.07 -0.98
H -2.17 -2.15 2.36
H -2.90 -0.91 1.85
O -0.12 0.75 0.26
O -3.41 2.19 1.42
O 2.97 3.77 1.03
O 4.27 -2.03 -0.88
O -2.68 2.84 -1.57
O 1.87 1.50 -1.72
O 2.32 -2.13 2.11
O -2.17 -3.40 -1.12
O -1.07 -2.02 -0.97
O -2.45 -1.71 1.55
*
```

For the HOMO energy, the calculation gives -9.33 eV. As for the HOMO-LUMO gap: 9.0 eV. For the energy relative to the best compared isomer or geometry (same formula, charge and spin), the calculation gives 146.7 kcal per mole. The molar mass comes out at 180.1 u. As for the energy: -20796.249 eV.

From a Löwdin analysis of the wavefunction, the atomic charges in e read:
1 H -0.008
2 H -0.005
3 H 0.032
4 H 0.001
5 H 0.037
6 H 0.019
7 H 0.018
8 H 0.035
9 H 0.046
10 H 0.017
11 H 0.047
12 H 0.055
13 H 0.035
14 H 0.021
15 H 0.050
16 H 0.062
17 H 0.083
18 H 0.070
19 H 0.038
20 H 0.033
21 O -0.062
22 O -0.063
23 O -0.055
24 O -0.059
25 O -0.051
26 O -0.048
27 O -0.056
28 O -0.119
29 O -0.121
30 O -0.050

---

[3]
Formula: H20O10
Source: the OMol25 dataset
Level of theory: ωB97M-V/def2-TZVPD

The geometry in ORCA input format:
```
! RIJCOSX wB97M-V def2-TZVPD def2/J DEFGRID3
* xyz 0 1
O 7.92 6.29 7.24
H 7.16 6.90 7.25
H 8.30 6.31 8.12
O 4.53 6.53 3.31
H 4.01 6.01 3.91
H 3.88 7.00 2.77
O 4.14 9.18 8.05
H 4.15 9.49 8.97
H 4.06 8.22 8.16
O 6.85 8.80 3.94
H 5.99 8.63 3.56
H 6.76 9.72 4.19
O 5.97 4.06 4.35
H 6.64 4.78 4.31
H 6.46 3.26 4.37
O 5.49 7.25 6.18
H 5.41 8.08 5.68
H 5.57 6.50 5.64
O 4.33 6.36 8.46
H 4.28 5.99 7.59
H 3.72 5.89 9.02
O 3.47 4.40 5.33
H 4.34 4.03 5.03
H 3.00 3.71 5.81
O 4.26 10.17 4.70
H 3.71 9.44 4.97
H 4.32 10.65 5.54
O 7.77 6.06 4.63
H 8.12 6.32 5.48
H 7.75 6.90 4.14
*
```

For the HOMO energy, the calculation gives -10.85 eV. As for the HOMO-LUMO gap: 11.2 eV. The SMILES is O.O.O.O.O.O.O.O.O.O. For the energy relative to the best compared isomer or geometry (same formula, charge and spin), the calculation gives 41.5 kcal per mole. The molar mass comes out at 180.2 u. As for the energy: -20800.814 eV.

From a Löwdin analysis of the wavefunction, the atomic charges in e read:
1 O -0.051
2 H 0.032
3 H 0.053
4 O -0.039
5 H -0.003
6 H 0.059
7 O -0.077
8 H 0.038
9 H -0.016
10 O -0.046
11 H 0.015
12 H 0.045
13 O -0.046
14 H 0.007
15 H 0.038
16 O -0.039
17 H 0.033
18 H -0.003
19 O -0.039
20 H 0.017
21 H 0.044
22 O -0.081
23 H 0.002
24 H 0.041
25 O -0.038
26 H 0.026
27 H 0.047
28 O -0.055
29 H -0.002
30 H 0.039

---

[4]
Formula: H20O10
Source: the OMol25 dataset
Level of theory: ωB97M-V/def2-TZVPD

The geometry in ORCA input format:
```
! RIJCOSX wB97M-V def2-TZVPD def2/J DEFGRID3
* xyz 0 1
O -0.43 -0.41 0.69
H 0.43 -0.77 0.44
H -0.64 0.25 0.03
O 2.15 -3.69 -1.10
H 2.00 -3.06 -0.41
H 1.25 -3.88 -1.35
O -0.74 0.93 -1.63
H -1.01 1.85 -1.81
H -0.37 0.65 -2.50
O -3.62 -0.64 -0.64
H -2.73 -0.60 -0.86
H -3.80 -1.54 -0.38
O 2.68 0.46 1.66
H 3.36 1.07 1.32
H 1.93 0.92 2.09
O -0.78 -2.26 -1.71
H -0.79 -1.66 -0.93
H -0.28 -1.98 -2.45
O 1.50 2.91 -0.78
H 0.93 2.16 -0.67
H 1.16 3.55 -1.40
O 1.86 -1.22 -0.17
H 2.03 -0.74 -1.00
H 2.25 -0.64 0.47
O -3.16 0.78 2.57
H -2.71 1.42 3.11
H -2.39 0.35 2.16
O 0.30 1.90 2.02
H -0.26 2.60 1.76
H -0.13 1.27 1.46
*
```

For the HOMO energy, the calculation gives -10.70 eV. As for the HOMO-LUMO gap: 10.0 eV. The SMILES is O.O.O.O.O.O.O.O.O.O. For the energy relative to the best compared isomer or geometry (same formula, charge and spin), the calculation gives 71.9 kcal per mole. The molar mass comes out at 180.2 u. As for the energy: -20799.494 eV.

From a Löwdin analysis of the wavefunction, the atomic charges in e read:
1 O -0.064
2 H -0.011
3 H -0.019
4 O -0.064
5 H -0.017
6 H 0.008
7 O -0.051
8 H 0.085
9 H 0.102
10 O -0.019
11 H -0.052
12 H 0.045
13 O -0.041
14 H 0.078
15 H 0.042
16 O -0.033
17 H 0.016
18 H 0.010
19 O -0.036
20 H -0.024
21 H 0.033
22 O -0.047
23 H 0.098
24 H -0.005
25 O -0.049
26 H 0.012
27 H 0.012
28 O -0.021
29 H 0.034
30 H -0.022